1.
Computed, not measured: a 9-piece molecular cluster, C17H34Cl10O12 overall at a distorted geometry, with ωB97M-V with the def2-TZVPD basis set.

Bonds (Å) are listed after each position.
Cartesian coordinates (Å):
1 C -5.6952 -15.9479 -24.8844  O2 1.479, H7 1.090, H8 1.090, H9 1.090
2 O -6.6442 -17.0179 -24.5058  C1 1.479, C3 1.355
3 C -7.9708 -16.7732 -24.3763  O2 1.355, O4 1.215, O5 1.292
4 O -8.5282 -15.6990 -24.4894  C3 1.215
5 O -8.5461 -17.8851 -24.0549  C3 1.292, C6 1.425
6 C -9.9230 -17.8315 -23.6936  O5 1.425, H10 1.090, H11 1.090, H12 1.090
7 H -6.0624 -15.2841 -25.6672  C1 1.090
8 H -4.8436 -16.4914 -25.2936  C1 1.090
9 H -5.4584 -15.2185 -24.1098  C1 1.090
10 H -10.2012 -18.8790 -23.5774  C6 1.090
11 H -10.5612 -17.5079 -24.5158  C6 1.090
12 H -10.1450 -17.1674 -22.8582  C6 1.090
13 C 5.4318 -11.0112 -21.3395  O14 1.431, H19 1.090, H20 1.090, H21 1.090
14 O 4.8554 -12.3210 -21.3302  C13 1.431, C15 1.362
15 C 4.4147 -12.9290 -22.4661  O14 1.362, O16 1.242, O17 1.335
16 O 4.5316 -12.5022 -23.6268  C15 1.242
17 O 3.9402 -14.1357 -22.1497  C15 1.335, C18 1.369
18 C 3.4810 -15.0029 -23.1037  O17 1.369, H22 1.090, H23 1.090, H24 1.090
19 H 6.3032 -10.8958 -21.9841  C13 1.090
20 H 5.7225 -10.6851 -20.3409  C13 1.090
21 H 4.7674 -10.2512 -21.7508  C13 1.090
22 H 2.5136 -14.6075 -23.4134  C18 1.090
23 H 3.3870 -16.0291 -22.7486  C18 1.090
24 H 4.1650 -14.9890 -23.9522  C18 1.090
25 C 8.2296 -1.3234 -18.5297  O26 1.440, H31 1.090, H32 1.090, H33 1.090
26 O 6.9887 -1.9679 -18.1839  C25 1.440, C27 1.396
27 C 7.0167 -3.1735 -17.4813  O26 1.396, O28 1.232, O29 1.306
28 O 8.0209 -3.8454 -17.2420  C27 1.232
29 O 5.8182 -3.3989 -17.0149  C27 1.306, C30 1.419
30 C 5.4834 -4.5636 -16.2773  O29 1.419, H34 1.090, H35 1.090, H36 1.090
31 H 8.6310 -1.5487 -19.5178  C25 1.090
32 H 8.9919 -1.4270 -17.7575  C25 1.090
33 H 8.0496 -0.2485 -18.5112  C25 1.090
34 H 4.4248 -4.5331 -16.0194  C30 1.090
35 H 6.0343 -4.5115 -15.3382  C30 1.090
36 H 5.7663 -5.4722 -16.8088  C30 1.090
37 C 2.8656 -3.3943 -23.7858  O38 1.404, H43 1.090, H44 1.090, H45 1.090
38 O 2.3472 -4.6941 -23.8954  C37 1.404, C39 1.301
39 C 2.3761 -5.4028 -24.9863  O38 1.301, O40 1.306, O41 1.390
40 O 3.2386 -5.2211 -25.9497  C39 1.306
41 O 1.4694 -6.4477 -24.8467  C39 1.390, C42 1.392
42 C 1.2900 -7.3575 -25.8854  O41 1.392, H46 1.090, H47 1.090, H48 1.090
43 H 3.7592 -3.3060 -24.4037  C37 1.090
44 H 3.0958 -3.2016 -22.7379  C37 1.090
45 H 2.1824 -2.6419 -24.1797  C37 1.090
46 H 0.6862 -8.2367 -25.6606  C42 1.090
47 H 2.3012 -7.7428 -26.0166  C42 1.090
48 H 1.0500 -6.9873 -26.8821  C42 1.090
49 Cl 7.8508 -23.0405 -26.2678  C50 1.798
50 C 7.4593 -21.7342 -27.4394  Cl49 1.798, Cl51 1.853, H52 1.090, H53 1.090
51 Cl 7.1984 -20.0898 -26.6265  C50 1.853
52 H 8.2455 -21.6163 -28.1851  C50 1.090
53 H 6.5320 -22.0556 -27.9135  C50 1.090
54 Cl 0.5505 -14.4693 -29.3381  C55 1.781
55 C 2.3228 -14.4556 -29.5183  Cl54 1.781, Cl56 1.820, H57 1.090, H58 1.090
56 Cl 3.1503 -14.4277 -31.1394  C55 1.820
57 H 2.7867 -13.7872 -28.7930  C55 1.090
58 H 2.5452 -15.4504 -29.1324  C55 1.090
59 Cl 12.1631 -8.2100 -19.9444  C60 1.770
60 C 12.5742 -6.8975 -21.0588  Cl59 1.770, Cl61 1.792, H62 1.090, H63 1.090
61 Cl 11.0834 -6.2364 -21.8010  C60 1.792
62 H 12.9818 -6.0752 -20.4707  C60 1.090
63 H 13.2229 -7.3132 -21.8298  C60 1.090
64 Cl 8.9253 -10.2821 -26.2773  C65 1.795
65 C 7.8518 -8.9230 -26.7491  Cl64 1.795, Cl66 1.826, H67 1.090, H68 1.090
66 Cl 6.9519 -9.2094 -28.3117  C65 1.826
67 H 7.0469 -8.8656 -26.0162  C65 1.090
68 H 8.4780 -8.0350 -26.8346  C65 1.090
69 Cl -0.4449 -18.3657 -19.9568  C70 1.839
70 C 0.5363 -18.2686 -18.4047  Cl69 1.839, Cl71 1.800, H72 1.090, H73 1.090
71 Cl -0.2289 -17.1795 -17.1922  C70 1.800
72 H 0.6864 -19.2810 -18.0298  C70 1.090
73 H 1.5625 -18.0008 -18.6562  C70 1.090

As for the SMILES: COC(=O)OC.COC(=O)OC.COC(=O)OC.COC(=O)OC.ClCCl.ClCCl.ClCCl.ClCCl.ClCCl. As for the HOMO energy: -10.690 eV. The calculation puts the lowest unoccupied orbital energy at 0.20 eV. For the total energy, the calculation gives -6172.834269 Ha. As for the maximum force: 6.19 eV/A. As for the gap between HOMO and LUMO: 10.9 eV.

Here are the Löwdin charges for atoms 1 to 4, given in e: -0.0145 -0.0114 -0.6281 0.1110



2.
Computed, not measured: a 4-piece molecular cluster, C17H34ClN2O5 overall at a distorted geometry, with ωB97M-V with the def2-TZVPD basis set.

Bonds (Å) are listed after each position.
Cartesian coordinates (Å):
1 C -2.4564 -2.8628 4.0097  C2 1.621, H11 1.157, H12 1.155, H13 1.141
2 C -2.9107 -4.3963 4.2753  C1 1.621, C3 1.625, H14 1.160, H15 1.148
3 C -4.0846 -4.5093 5.3931  C2 1.625, N4 1.488, H16 1.160, H17 1.154
4 N -5.2108 -3.5556 5.2030  C3 1.488, C5 1.484, H18 1.028
5 C -6.0373 -3.8412 4.0041  N4 1.484, N6 1.480, Cl7 1.848, C8 1.638
6 N -6.2133 -5.2762 3.6867  C5 1.480, H19 1.028, H20 1.026
7 Cl -5.4909 -2.9881 2.4588  C5 1.848
8 C -7.5263 -3.2522 4.3472  C5 1.638, O9 1.271, O10 1.400
9 O -8.5860 -3.9314 4.1696  C8 1.271
10 O -7.5515 -1.9530 4.8695  C8 1.400
11 H -2.8241 -2.1549 4.8477  C1 1.157
12 H -1.3039 -2.8299 4.0713  C1 1.155
13 H -2.7489 -2.4693 2.9799  C1 1.141
14 H -1.9803 -4.9231 4.7254  C2 1.160
15 H -3.1522 -4.9706 3.3108  C2 1.148
16 H -3.5713 -4.2175 6.3911  C3 1.160
17 H -4.4257 -5.6006 5.5513  C3 1.154
18 H -4.9132 -2.5727 5.2558  N4 1.028
19 H -5.4586 -5.6545 3.1008  N6 1.028
20 H -6.3516 -5.8579 4.5210  N6 1.026
21 C 0.0913 -2.2745 -0.0172  C22 1.511, C25 1.516, H26 1.092, H27 1.095
22 C 0.9215 -1.0116 -0.0038  C21 1.511, C23 1.515, H28 1.095, H29 1.091
23 C 0.4740 -0.3534 1.2852  C22 1.515, O24 1.435, H30 1.095, H31 1.093
24 O 0.1135 -1.4078 2.1888  C23 1.435, C25 1.436
25 C 0.0476 -2.6392 1.4534  C21 1.516, O24 1.436, H32 1.096, H33 1.092
26 H 0.5081 -3.0678 -0.6406  C21 1.092
27 H -0.9187 -2.0510 -0.3767  C21 1.095
28 H 1.9846 -1.2675 0.0569  C22 1.095
29 H 0.7727 -0.3780 -0.8798  C22 1.091
30 H -0.4132 0.2694 1.1264  C23 1.095
31 H 1.2565 0.2630 1.7343  C23 1.093
32 H 0.9151 -3.2454 1.7381  C25 1.096
33 H -0.8605 -3.1815 1.7242  C25 1.092
34 C 1.3448 3.0776 -3.1400  C35 1.512, C38 1.515, H39 1.092, H40 1.095
35 C 1.2030 4.0621 -2.0018  C34 1.512, C36 1.516, H41 1.095, H42 1.091
36 C 1.3310 3.1618 -0.7889  C35 1.516, O37 1.435, H43 1.095, H44 1.093
37 O 2.1890 2.0757 -1.1664  C36 1.435, C38 1.434
38 C 2.3666 2.1035 -2.5891  C34 1.515, O37 1.434, H45 1.096, H46 1.093
39 H 1.6569 3.5353 -4.0806  C34 1.092
40 H 0.3918 2.5645 -3.3078  C34 1.095
41 H 2.0316 4.7779 -2.0252  C35 1.095
42 H 0.2670 4.6231 -2.0195  C35 1.091
43 H 0.3617 2.7396 -0.5029  C36 1.095
44 H 1.7536 3.6799 0.0753  C36 1.093
45 H 3.3886 2.4434 -2.7925  C38 1.096
46 H 2.2475 1.0957 -2.9944  C38 1.093
47 C 6.0184 4.6343 -4.6856  C48 1.512, C51 1.516, H52 1.091, H53 1.095
48 C 5.7934 3.9411 -6.0104  C47 1.512, C49 1.516, H54 1.095, H55 1.091
49 C 4.2880 3.7647 -6.0220  C48 1.516, O50 1.434, H56 1.096, H57 1.093
50 O 3.7354 4.8594 -5.2778  C49 1.434, C51 1.434
51 C 4.7993 5.5295 -4.5874  C47 1.516, O50 1.434, H58 1.095, H59 1.092
52 H 6.9579 5.1871 -4.6327  C47 1.091
53 H 6.0079 3.8981 -3.8750  C47 1.095
54 H 6.0988 4.5997 -6.8303  C48 1.095
55 H 6.3338 2.9982 -6.1109  C48 1.091
56 H 3.9926 2.8360 -5.5215  C49 1.096
57 H 3.8738 3.7623 -7.0330  C49 1.093
58 H 4.9705 6.4892 -5.0872  C51 1.095
59 H 4.5025 5.7229 -3.5541  C51 1.092

As for the HOMO energy: -3.797 eV. The calculation puts the lowest unoccupied orbital energy at 1.76 eV. Its total charge is -1. For the total energy, the calculation gives -1614.001428 Ha. As for the maximum force: 6.00 eV/A. As for the gap between HOMO and LUMO: 5.6 eV.

Here are the Löwdin charges for atoms 1 to 4, given in e: -0.1534 -0.2471 -0.2477 -0.0409



3.
Computed, not measured: an isolated ion of composition C17H34N and charge +1 at a distorted geometry, with ωB97M-V with the def2-TZVPD basis set.

Bonds (Å) are listed after each position.
Cartesian coordinates (Å):
1 C 2.0674 0.7783 -2.4570  C2 1.197, H19 1.050
2 C 2.2226 0.0444 -1.5245  C1 1.197, C3 1.450
3 C 2.4067 -0.8307 -0.3836  C2 1.450, N4 1.494, H20 1.093, H21 1.094
4 N 2.1100 -2.2582 -0.7079  C3 1.494, C5 1.473, C6 1.475, C7 1.497
5 C 2.1733 -3.0517 0.5310  N4 1.473, H22 1.088, H23 1.089, H24 1.089
6 C 3.1318 -2.7543 -1.6492  N4 1.475, H25 1.088, H26 1.089, H27 1.089
7 C 0.7664 -2.3980 -1.3534  N4 1.497, C8 1.525, H28 1.092, H29 1.092
8 C -0.3886 -1.6986 -0.6445  C7 1.525, C9 1.534, H30 1.091, H31 1.090
9 C -1.7167 -2.0744 -1.3130  C8 1.534, C10 1.530, H32 1.091, H33 1.091
10 C -2.8607 -1.2005 -0.7937  C9 1.530, C11 1.532, H34 1.090, H35 1.091
11 C -2.8845 0.1867 -1.4428  C10 1.532, C12 1.531, H36 1.092, H37 1.091
12 C -3.5980 1.2241 -0.5726  C11 1.531, C13 1.531, H38 1.091, H39 1.091
13 C -2.7250 1.7289 0.5789  C12 1.531, C14 1.530, H40 1.091, H41 1.091
14 C -1.6892 2.7573 0.1212  C13 1.530, C15 1.530, H42 1.091, H43 1.093
15 C -0.6278 3.0502 1.1835  C14 1.530, C16 1.529, H44 1.092, H45 1.090
16 C 0.4238 1.9451 1.2799  C15 1.529, C17 1.530, H46 1.096, H47 1.094
17 C 1.5452 2.2650 2.2704  C16 1.530, C18 1.524, H48 1.095, H49 1.091
18 C 1.0817 2.2602 3.7221  C17 1.524, H50 1.086, H51 1.087, H52 1.089
19 H 1.9370 1.4367 -3.2650  C1 1.050
20 H 1.7533 -0.5038 0.4296  C3 1.093
21 H 3.4440 -0.7610 -0.0422  C3 1.094
22 H 1.4078 -2.7280 1.2326  C5 1.088
23 H 3.1478 -2.9357 1.0030  C5 1.089
24 H 2.0183 -4.1057 0.3069  C5 1.089
25 H 2.8926 -3.7681 -1.9649  C6 1.088
26 H 3.1707 -2.1089 -2.5259  C6 1.089
27 H 4.1119 -2.7579 -1.1744  C6 1.089
28 H 0.8450 -1.9918 -2.3639  C7 1.092
29 H 0.5521 -3.4665 -1.4288  C7 1.092
30 H -0.4458 -1.9875 0.4061  C8 1.091
31 H -0.2680 -0.6169 -0.7025  C8 1.090
32 H -1.9345 -3.1248 -1.1120  C9 1.091
33 H -1.6353 -1.9513 -2.3944  C9 1.091
34 H -3.8099 -1.6984 -0.9916  C10 1.090
35 H -2.7685 -1.1050 0.2895  C10 1.091
36 H -1.8660 0.5288 -1.6363  C11 1.092
37 H -3.3866 0.1145 -2.4086  C11 1.091
38 H -3.8902 2.0756 -1.1890  C12 1.091
39 H -4.5111 0.7792 -0.1739  C12 1.091
40 H -3.3605 2.1909 1.3359  C13 1.091
41 H -2.2245 0.8820 1.0516  C13 1.091
42 H -2.2101 3.6834 -0.1274  C14 1.091
43 H -1.1921 2.4128 -0.7893  C14 1.093
44 H -0.1209 3.9842 0.9336  C15 1.092
45 H -1.1182 3.1845 2.1475  C15 1.090
46 H 0.8618 1.8067 0.2851  C16 1.096
47 H -0.0575 1.0086 1.5773  C16 1.094
48 H 2.3476 1.5288 2.1531  C17 1.095
49 H 1.9657 3.2422 2.0278  C17 1.091
50 H 0.3595 3.0506 3.9014  C18 1.086
51 H 1.9267 2.4197 4.3870  C18 1.087
52 H 0.6195 1.3082 3.9774  C18 1.089

As for the SMILES: C#CC[N+](C)(C)CCCCCCCCCCCC. As for the HOMO energy: -13.147 eV. The calculation puts the lowest unoccupied orbital energy at -2.46 eV. Its total charge is +1. For the total energy, the calculation gives -722.605456 Ha. As for the maximum force: 1.04 eV/A. As for the gap between HOMO and LUMO: 10.7 eV.

Here are the Löwdin charges for atoms 1 to 4, given in e: 0.1922 -0.1209 -0.1325 -0.3387



4.
Computed, not measured: a 6-piece molecular cluster, C17H34N2O16S overall at a distorted geometry, with ωB97M-V with the def2-TZVPD basis set.

Bonds (Å) are listed after each position.
Cartesian coordinates (Å):
1 C 3.3703 -3.5004 -0.0473  N2 1.569, H8 1.136, H9 1.132, H10 1.088
2 N 3.3443 -3.7954 -1.5883  C1 1.569, C3 1.473, C4 1.496, C5 1.487
3 C 4.6603 -3.4214 -2.1353  N2 1.473, H11 1.110, H12 0.997, H13 1.160
4 C 3.1323 -5.2704 -1.7243  N2 1.496, H14 1.093, H15 1.206, H16 0.959
5 C 2.2723 -3.0304 -2.2793  N2 1.487, C6 1.580, H17 1.166, H18 1.111
6 C 0.8143 -3.3434 -1.7573  C5 1.580, O7 1.470, H19 1.156, H20 1.019
7 O -0.1317 -2.7144 -2.6903  C6 1.470, H21 0.959
8 H 2.4843 -4.0434 0.4107  C1 1.136
9 H 3.4653 -2.3744 0.0167  C1 1.132
10 H 4.2173 -3.7914 0.5697  C1 1.088
11 H 5.4493 -3.8264 -1.4673  C3 1.110
12 H 4.9053 -2.4554 -2.0933  C3 0.997
13 H 4.5673 -3.8004 -3.2273  C3 1.160
14 H 2.3873 -5.7344 -1.0723  C4 1.093
15 H 4.0803 -5.8924 -1.3123  C4 1.206
16 H 3.0763 -5.5864 -2.6283  C4 0.959
17 H 2.3773 -3.2794 -3.4133  C5 1.166
18 H 2.5623 -1.9604 -2.3523  C5 1.111
19 H 0.6393 -2.9104 -0.7003  C6 1.156
20 H 0.6163 -4.3214 -1.5513  C6 1.019
21 H -0.0427 -1.7604 -2.7223  O7 0.959
22 N 0.8293 0.2066 -0.6973  O23 1.283, O24 1.209, O25 1.295
23 O 0.2013 -0.0474 -1.7873  N22 1.283
24 O 0.5883 1.2336 -0.1073  N22 1.209
25 O 1.4173 -0.7794 -0.0973  N22 1.295
26 O -2.2927 4.8416 3.8917  S27 1.495
27 S -2.4537 3.8616 2.7737  O26 1.495, O28 1.449, O29 1.619, C32 1.702
28 O -3.7737 3.4206 2.3707  S27 1.449
29 O -1.8397 4.6926 1.5277  S27 1.619, C30 1.483
30 C -2.5917 5.9366 1.2327  O29 1.483, C31 1.593, H33 1.065, H34 0.901
31 C -1.9217 6.5846 -0.0593  C30 1.593, H35 1.109, H36 1.212, H37 1.181
32 C -1.4867 2.4666 2.9037  S27 1.702, H38 1.045, H39 1.117, H40 1.102
33 H -2.6417 6.6546 2.0177  C30 1.065
34 H -3.3727 5.5786 0.9597  C30 0.901
35 H -2.3817 7.5486 -0.3583  C31 1.109
36 H -1.9917 5.7856 -0.9683  C31 1.212
37 H -0.8547 7.0286 0.1817  C31 1.181
38 H -2.2097 1.7186 2.8047  C32 1.045
39 H -1.1917 2.4856 3.9807  C32 1.117
40 H -0.6437 2.3656 2.2017  C32 1.102
41 C -2.4157 2.4966 -3.1183  C42 1.592, O46 1.458, H47 0.997, H48 1.064
42 C -1.4207 3.0596 -2.0103  C41 1.592, O43 1.320, H49 1.019, H50 1.164
43 O -0.8017 4.1396 -2.4493  C42 1.320, C44 1.287
44 C -1.2527 4.4926 -3.6013  O43 1.287, O45 1.181, O46 1.300
45 O -0.9237 5.4066 -4.2733  C44 1.181
46 O -2.0317 3.5526 -4.0473  C41 1.458, C44 1.300
47 H -3.3537 2.7106 -2.8573  C41 0.997
48 H -2.1617 1.4686 -3.2213  C41 1.064
49 H -0.6517 2.5856 -1.5383  C42 1.019
50 H -1.9517 3.2716 -0.9963  C42 1.164
51 C -1.9617 -1.4964 0.8797  C52 1.520, O56 1.430, H57 1.132, H58 1.034
52 C -2.7517 -1.0364 -0.3343  C51 1.520, O53 1.447, H59 1.099, H60 1.037
53 O -4.0177 -1.6324 0.0347  C52 1.447, C54 1.296
54 C -4.0377 -2.4234 1.0617  O53 1.296, O55 1.285, O56 1.366
55 O -5.0317 -3.1444 1.4397  C54 1.285
56 O -2.7817 -2.4214 1.5987  C51 1.430, C54 1.366
57 H -1.6587 -0.6454 1.5627  C51 1.132
58 H -1.1747 -1.9984 0.4347  C51 1.034
59 H -2.2707 -1.5214 -1.1953  C52 1.099
60 H -2.9497 -0.0304 -0.4863  C52 1.037
61 C 1.5333 -0.0634 3.4107  C62 1.622, O66 1.396, H67 1.042, H68 1.067
62 C 2.5473 -1.2504 2.9697  C61 1.622, O63 1.433, H69 0.995, H70 1.078
63 O 1.7273 -2.4194 3.0867  C62 1.433, C64 1.235
64 C 0.7663 -2.1854 3.8257  O63 1.235, O65 1.278, O66 1.361
65 O -0.0887 -3.0214 4.2757  C64 1.278
66 O 0.6253 -0.8614 4.1087  C61 1.396, C64 1.361
67 H 0.8793 0.3396 2.7067  C61 1.042
68 H 2.0183 0.5046 4.1727  C61 1.067
69 H 3.2623 -1.3814 3.6497  C62 0.995
70 H 2.6933 -1.2664 1.9017  C62 1.078

As for the HOMO energy: -9.674 eV. The calculation puts the lowest unoccupied orbital energy at -0.80 eV. For the total energy, the calculation gives -2379.238498 Ha. As for the maximum force: 11.14 eV/A. As for the gap between HOMO and LUMO: 8.9 eV.

Here are the Löwdin charges for atoms 1 to 4, given in e: 0.0258 -0.3580 -0.0050 -0.0035